21
Properties=species:S:1:pos:R:3:mulliken_charge:R:1 method="wB97M-V/def2-TZVPD" orbital_gap_ev=10.294 smiles="[H]/N=C1/[C@H]2[C@H](O)[C@@]2(N)[NH2+]N1C" charge=+1 e_lumo_ev=-3.1 de_lowest_kcal_mol=99.7
H 2.241 2.363 -0.224 0.258
N 1.315 2.152 0.206 -0.672
C 0.760 1.038 0.327 0.516
C -0.699 0.860 0.695 -0.438
C -1.542 0.654 -0.626 -0.442
O -2.877 1.033 -0.526 -0.510
C -1.142 -0.494 0.367 0.553
N -1.961 -1.404 0.917 -0.458
N 0.283 -1.206 -0.175 -0.200
N 1.286 -0.237 0.069 -0.021
C 2.671 -0.425 -0.273 -1.042
H -1.141 1.390 1.535 0.449
H -1.022 0.862 -1.537 0.357
H -3.105 1.750 -1.152 0.373
H -2.773 -1.718 0.451 0.255
H -2.142 -1.484 1.958 0.263
H 0.418 -2.128 0.248 0.394
H 0.270 -1.597 -1.140 0.358
H 2.818 -0.620 -1.412 0.333
H 3.250 0.499 -0.028 0.341
H 3.092 -1.288 0.321 0.332



107
Properties=species:S:1:pos:R:3:mulliken_charge:R:1 method="wB97M-V/def2-TZVPD" orbital_gap_ev=8.604 smiles=CCB(O)[C@H](C#N)[C@@H](C#N)Cc1ccccc1C.COCCNCCOC.COCCNCCOC.COCCNCCOC e_lumo_ev=0.1
C 8.520 5.003 -4.079 -1.075
C 8.284 5.495 -5.529 -0.488
B 6.767 5.569 -5.915 0.383
O 6.135 6.748 -6.213 -0.544
C 5.889 4.220 -6.006 -0.212
C 6.697 3.256 -6.760 -0.187
N 7.308 2.550 -7.429 -0.562
C 4.505 4.407 -6.701 0.974
C 3.947 3.084 -7.011 -0.271
N 3.450 2.074 -7.218 -0.519
C 3.546 5.244 -5.804 -1.356
C 2.546 4.462 -4.999 0.963
C 2.863 4.144 -3.686 -0.666
C 2.008 3.391 -2.893 -0.781
C 0.812 2.951 -3.428 -0.550
C 0.472 3.294 -4.728 -0.931
C 1.314 4.050 -5.530 0.977
C 0.892 4.435 -6.920 -1.512
H 9.526 4.599 -3.990 0.328
H 8.456 5.842 -3.389 0.338
H 7.821 4.226 -3.777 0.279
H 8.821 4.849 -6.224 0.321
H 8.716 6.494 -5.633 0.366
H 6.441 7.458 -5.638 0.313
H 5.725 3.787 -5.014 0.197
H 4.652 4.907 -7.658 0.488
H 4.165 5.836 -5.137 0.580
H 3.035 5.964 -6.442 0.407
H 3.799 4.491 -3.265 0.399
H 2.297 3.157 -1.877 0.478
H 0.126 2.336 -2.860 0.472
H -0.468 2.961 -5.149 0.343
H -0.064 3.982 -7.170 0.404
H 0.795 5.521 -6.986 0.343
H 1.613 4.132 -7.677 0.302
C 4.485 0.618 1.514 -0.772
O 4.031 0.273 0.222 -0.231
C 4.100 -1.116 -0.084 -0.845
C 2.728 -1.753 -0.129 -0.103
N 2.133 -1.845 1.197 -0.306
C 0.716 -2.205 1.217 -0.698
C -0.281 -1.305 0.495 0.102
O -0.478 -0.033 1.097 -0.365
C 0.519 0.924 0.805 -0.592
H 4.589 1.702 1.543 0.238
H 3.781 0.320 2.299 0.297
H 5.459 0.168 1.727 0.330
H 4.753 -1.637 0.623 0.415
H 4.548 -1.198 -1.078 0.387
H 2.824 -2.762 -0.543 0.358
H 2.118 -1.163 -0.825 0.127
H 2.250 -0.961 1.673 0.090
H 0.416 -2.247 2.268 0.203
H 0.617 -3.221 0.822 0.413
H -1.252 -1.799 0.543 -0.288
H -0.042 -1.186 -0.569 0.535
H 0.909 0.815 -0.211 0.249
H 1.343 0.880 1.523 0.126
H 0.069 1.914 0.893 0.338
C -7.665 -4.491 1.959 -0.694
O -7.498 -4.026 0.635 -0.335
C -8.114 -2.776 0.355 -0.809
C -7.092 -1.672 0.190 -0.172
N -6.459 -1.337 1.457 -0.269
C -5.285 -0.476 1.360 -0.937
C -4.086 -0.947 0.544 -0.430
O -3.380 -2.038 1.108 -0.201
C -3.947 -3.315 0.873 -0.596
H -7.348 -5.532 1.979 0.229
H -7.056 -3.934 2.680 0.283
H -8.713 -4.439 2.270 0.340
H -8.847 -2.521 1.126 0.397
H -8.650 -2.891 -0.591 0.404
H -7.594 -0.781 -0.201 0.388
H -6.370 -2.008 -0.567 0.161
H -6.198 -2.191 1.931 0.045
H -4.933 -0.302 2.380 0.370
H -5.602 0.495 0.967 0.433
H -3.369 -0.122 0.523 0.190
H -4.343 -1.163 -0.500 0.505
H -4.423 -3.377 -0.109 0.370
H -4.670 -3.574 1.651 -0.014
H -3.143 -4.052 0.918 0.343
C -1.635 -1.145 4.629 -0.464
O -0.832 -2.089 5.311 -0.230
C -0.790 -1.946 6.724 -0.871
C -1.547 -3.061 7.416 -0.204
N -2.986 -2.936 7.220 -0.287
C -3.768 -4.109 7.601 -0.728
C -3.478 -5.434 6.899 -0.488
O -3.849 -5.466 5.533 -0.438
C -2.928 -4.852 4.651 -0.243
H -1.408 -1.225 3.567 -0.089
H -2.705 -1.342 4.764 0.282
H -1.415 -0.124 4.956 0.386
H -1.161 -0.964 7.032 0.409
H 0.261 -2.015 7.019 0.404
H -1.334 -3.026 8.489 0.406
H -1.148 -4.006 7.026 0.160
H -3.171 -2.727 6.249 0.017
H -4.818 -3.868 7.417 0.374
H -3.663 -4.260 8.680 0.401
H -4.084 -6.201 7.387 0.353
H -2.432 -5.743 7.015 0.348
H -1.895 -4.992 4.979 0.289
H -3.138 -3.786 4.538 -0.051
H -3.042 -5.313 3.670 0.250



9
Properties=species:S:1:pos:R:3:mulliken_spin:R:1 method="wB97M-V/def2-TZVPD" orbital_gap_ev="8.343 / 6.975" e_lumo_ev="0.8 / -2.9" de_lowest_kcal_mol=10.6 multiplicity=3
C -0.890 -0.471 0.026 0.464
C -0.567 1.010 -0.005 0.080
C 0.586 -0.731 0.032 0.022
N 0.806 0.695 -0.087 0.060
O -1.108 2.046 -0.023 0.115
S -2.216 -1.328 -0.032 1.218
H 1.059 -1.164 0.861 0.012
H 0.820 -1.248 -1.023 0.029
H 1.510 1.192 0.251 0.001



20
Properties=species:S:1:pos:R:3:mulliken_charge:R:1 method="wB97M-V/def2-TZVPD" orbital_gap_ev=9.172 smiles="N[C@@]1(OC(F)(F)F)C=CC=CC1" e_lumo_ev=0.5 de_lowest_kcal_mol=26.1
N -1.542 -0.681 0.649 -0.726
C -0.139 -0.302 -0.253 0.891
O 0.496 -1.440 -0.797 -0.361
C 0.987 -2.480 -0.023 0.845
F 2.265 -2.352 0.232 -0.252
F 0.326 -2.697 1.040 -0.223
F 0.803 -3.561 -0.864 -0.288
C -0.619 0.493 -1.386 -0.511
C -0.808 1.814 -1.248 -0.330
C -0.236 2.531 -0.134 -0.371
C 0.373 1.839 0.832 -0.735
C 0.755 0.496 0.770 -0.507
H -1.902 -1.509 0.233 0.279
H -1.206 -0.807 1.521 0.277
H -0.960 -0.014 -2.346 0.281
H -1.352 2.541 -1.984 0.247
H -0.613 3.486 0.093 0.400
H 0.938 2.281 1.570 0.419
H 1.808 0.352 0.385 0.288
H 0.624 0.011 1.709 0.377



72
Properties=species:S:1:pos:R:3:mulliken_charge:R:1 method="wB97M-V/def2-TZVPD" orbital_gap_ev=8.373 charge=+1 e_lumo_ev=-3.2
C -1.764 -0.604 1.940 -0.690
C -2.827 -0.093 0.968 -0.808
C -2.245 0.674 -0.213 0.821
C -1.417 1.907 0.171 -1.041
C 0.092 1.658 0.308 1.341
C 0.900 2.922 0.007 -1.315
C 2.435 2.764 -0.107 -0.827
C 3.008 1.433 0.374 -1.315
C 2.978 0.271 -0.627 1.493
O 4.279 -0.159 -0.998 -0.580
C 2.365 0.645 -1.964 -1.776
N 2.048 -0.578 -2.770 0.094
C 1.185 -1.519 -1.990 -1.084
C 1.903 -1.893 -0.709 0.969
F 3.021 -2.623 -1.092 -0.396
S 0.762 -2.917 0.257 -0.208
O 2.304 -0.806 0.039 -0.227
H -2.197 -1.307 2.651 0.452
H -0.977 -1.141 1.406 -0.134
H -1.327 0.204 2.526 0.264
H -3.547 0.522 1.509 0.349
H -3.368 -0.963 0.590 0.417
H -1.593 -0.028 -0.750 -0.449
H -3.029 0.943 -0.921 -0.320
H -1.789 2.293 1.122 0.344
H -1.596 2.701 -0.555 0.523
H 0.291 1.366 1.340 0.255
H 0.385 0.801 -0.304 -0.862
H 0.695 3.615 0.823 0.471
H 0.516 3.415 -0.887 0.344
H 2.773 2.987 -1.120 0.285
H 2.893 3.540 0.504 0.509
H 2.508 1.096 1.280 0.436
H 4.055 1.576 0.633 0.451
H 4.568 -0.805 -0.347 0.508
H 3.122 1.209 -2.503 0.320
H 1.471 1.258 -1.910 0.648
H 2.902 -1.032 -3.101 0.473
H 1.523 -0.276 -3.591 0.382
H 1.052 -2.427 -2.574 0.547
H 0.223 -1.059 -1.793 0.174
H 1.262 -2.626 1.469 0.094
C -5.067 4.535 -4.610 -1.082
C -4.032 3.622 -3.975 -0.322
O -4.383 3.167 -2.681 -0.387
C -5.569 2.395 -2.602 -0.403
C -5.512 1.102 -3.399 -1.054
H -5.320 5.352 -3.933 0.301
H -4.676 4.957 -5.536 0.395
H -5.987 4.002 -4.854 0.269
H -3.099 4.169 -3.838 0.314
H -3.813 2.774 -4.635 0.314
H -6.440 2.989 -2.898 0.391
H -5.692 2.163 -1.543 0.345
H -5.490 1.284 -4.474 0.303
H -6.391 0.493 -3.186 0.402
H -4.620 0.531 -3.136 0.231
C 3.527 -3.282 6.077 -1.048
C 2.255 -3.527 5.285 -0.397
O 2.351 -3.154 3.917 -0.313
C 3.329 -3.841 3.158 0.087
C 3.106 -5.340 3.064 -1.171
H 3.864 -2.252 5.948 0.295
H 3.343 -3.458 7.136 0.400
H 4.337 -3.944 5.769 0.271
H 1.446 -2.918 5.688 0.319
H 1.941 -4.573 5.374 0.315
H 4.337 -3.623 3.526 0.324
H 3.260 -3.401 2.160 -0.045
H 3.270 -5.836 4.021 0.323
H 3.797 -5.777 2.343 0.411
H 2.085 -5.556 2.746 0.280



83
Properties=species:S:1:pos:R:3:mulliken_charge:R:1 method="wB97M-V/def2-TZVPD" orbital_gap_ev=3.147 e_lumo_ev=-1.9
Pt 2.078 0.986 -1.690 3.065
C -0.873 -5.596 1.511 -1.057
C -1.715 -4.521 0.827 -1.110
N -1.008 -3.262 0.735 0.268
C -0.191 -3.079 -0.348 -0.529
C 0.475 -1.927 -0.640 -0.180
C 1.358 -1.987 -1.889 0.424
O 1.462 -3.085 -2.426 -0.829
O 1.931 -0.950 -2.355 -0.734
C 0.274 -0.789 0.210 1.056
O 0.680 0.391 0.026 -1.024
C -0.505 -1.025 1.402 0.260
C -0.677 0.035 2.316 -0.508
C -1.385 -0.155 3.477 0.219
F -1.523 0.947 4.280 -0.370
C -1.912 -1.387 3.839 -1.170
C -1.751 -2.449 2.912 -0.541
C -1.102 -2.270 1.691 -0.202
N -2.520 -1.652 5.111 0.265
C -3.784 -2.363 5.146 -0.587
C -3.788 -3.215 6.439 -0.746
N -2.812 -2.587 7.362 -0.114
C -3.065 -1.130 7.413 -0.702
C -2.535 -0.567 6.083 -0.807
H -1.427 -6.528 1.575 0.388
H -0.580 -5.269 2.506 0.292
H 0.029 -5.775 0.934 0.359
H -2.662 -4.365 1.354 0.502
H -1.953 -4.843 -0.191 0.476
H -0.082 -3.917 -1.023 0.626
H -0.241 0.995 2.097 0.782
H -2.127 -3.422 3.182 0.670
H -3.877 -3.011 4.279 0.453
H -4.644 -1.676 5.141 0.282
H -3.472 -4.241 6.248 0.426
H -4.769 -3.227 6.914 0.357
H -1.896 -2.676 6.892 0.371
H -2.795 -3.028 8.284 0.324
H -2.557 -0.674 8.262 0.379
H -4.137 -0.965 7.528 0.303
H -1.510 -0.209 6.209 0.520
H -3.158 0.283 5.773 0.472
O 3.198 1.037 0.945 -0.520
N 4.129 0.550 0.327 1.030
O 5.155 0.183 0.844 -0.774
O 4.023 0.449 -0.941 -0.743
Cl -0.259 4.815 1.360 -0.255
C 1.157 4.375 0.495 -0.150
C 2.320 5.139 0.605 -0.211
C 3.434 4.700 -0.108 -1.234
C 3.353 3.565 -0.882 0.063
N 2.214 2.857 -0.993 0.216
C 1.133 3.256 -0.304 -0.447
H 2.342 6.029 1.210 0.465
H 4.365 5.241 -0.048 0.427
H 4.205 3.203 -1.445 0.602
H 0.256 2.633 -0.405 0.543
O 0.390 1.596 -2.718 -0.864
C 0.725 1.772 -4.047 3.129
C -0.293 2.679 -4.691 -0.840
C -0.178 3.467 -5.794 -0.636
C -1.382 4.132 -6.116 -0.887
C -2.391 3.812 -5.265 -0.539
S -1.883 2.714 -4.034 -0.132
C 0.666 0.468 -4.817 -0.379
C -0.095 -0.613 -4.510 -0.368
C 0.035 -1.656 -5.455 -0.749
C 0.856 -1.331 -6.483 -0.674
S 1.504 0.257 -6.316 -0.081
C 2.122 2.347 -4.143 -1.204
C 3.289 1.628 -4.043 -0.011
C 4.436 2.457 -4.074 -1.140
C 4.126 3.776 -4.154 -0.494
S 2.424 4.044 -4.214 -0.136
H 0.730 3.569 -6.360 0.628
H -1.474 4.813 -6.945 0.413
H -3.406 4.157 -5.283 0.480
H -0.715 -0.651 -3.631 0.643
H -0.446 -2.613 -5.360 0.398
H 1.140 -1.920 -7.333 0.492
H 3.326 0.548 -4.040 0.695
H 5.441 2.076 -4.042 0.412
H 4.780 4.626 -4.189 0.510



Per-record energy, eV: -13361.5567, -56645.7343, -17528.8319, -19076.5146, -44695.5813, -108529.1906